(1)
2 unconnected molecules or ions with the total composition C4H12N2O, computed with ωB97M-V/def2-TZVPD.

Positions of all 19 atoms, in Å:
O  -1.01  -0.48  -1.59
N  1.76  -0.72  -0.69
N  1.14  2.10  0.01
C  1.81  -0.16  0.61
C  -2.15  -1.21  0.44
C  -1.70  -0.05  -0.44
C  1.47  1.09  0.93
H  1.96  -0.02  -1.40
H  -2.70  -0.83  1.30
H  -0.15  -0.85  -1.30
H  0.75  1.76  -0.85
H  1.51  1.41  1.96
H  2.39  -1.50  -0.79
H  -2.80  -1.88  -0.12
H  -2.57  0.50  -0.81
H  -1.29  -1.78  0.79
H  2.08  -0.85  1.40
H  -1.09  0.63  0.15
H  0.58  2.84  0.41

Results
Energy above the lowest of the compared OMol25 structures with the same formula, charge and spin (kcal/mol): 34.0
Kohn-Sham gap (eV): 8.68
HOMO energy (eV): -7.76

(2)
A single C4H12N2O molecule, computed with ωB97M-V/def2-TZVPD.

Positions of all 19 atoms, in Å:
O  0.26  3.41  0.16
N  -1.65  -2.23  -1.30
N  -0.07  0.41  0.08
C  1.23  1.14  0.24
C  -1.46  -1.92  0.23
C  1.40  2.62  -0.13
C  -0.14  -1.26  0.59
H  1.92  0.57  -0.17
H  -0.80  0.24  -0.64
H  -1.84  -3.17  -1.37
H  -1.66  -2.81  0.83
H  -2.23  -1.32  0.61
H  2.29  3.02  0.46
H  -0.22  2.59  0.37
H  0.69  -1.59  0.01
H  -0.64  -2.29  -1.68
H  1.46  2.67  -1.22
H  1.31  1.07  1.29
H  0.16  -1.15  1.62

Results
Energy above the lowest of the compared OMol25 structures with the same formula, charge and spin (kcal/mol): 105.6
Kohn-Sham gap (eV): 9.57
HOMO energy (eV): -8.69

(3)
3 unconnected molecules or ions with the total composition C4H12N2O, computed with ωB97M-V/def2-TZVPD.

Positions of all 19 atoms, in Å:
O  2.46  -0.43  1.14
N  -2.06  -0.80  -0.64
N  1.82  0.02  -1.36
C  -0.09  0.20  0.20
C  -2.35  1.00  0.94
C  0.50  0.49  -1.15
C  -1.59  0.11  0.17
H  0.40  1.57  -1.39
H  0.75  -2.80  2.20
H  2.22  0.48  -2.16
H  3.36  -0.77  1.25
H  1.45  -2.54  2.29
H  -3.41  0.84  0.93
H  0.31  -0.74  0.59
H  -3.04  -1.04  -0.50
H  -1.91  1.74  1.60
H  -0.14  -0.06  -1.87
H  0.31  0.87  0.97
H  2.35  -0.07  -0.43

Results
Energy above the lowest of the compared OMol25 structures with the same formula, charge and spin (kcal/mol): 202.4
Kohn-Sham gap (eV): 3.42
HOMO energy (eV): -7.58

(4)
3 unconnected molecules or ions with the total composition C4H12N2O2, computed with ωB97M-V/def2-TZVPD.

Positions of all 20 atoms, in Å:
O  -1.72  -2.13  -0.53
O  2.05  0.78  0.53
N  -2.81  0.26  0.52
N  3.42  -0.92  -0.45
C  2.17  -0.15  -0.47
C  -0.50  0.42  1.03
C  -0.58  1.00  -0.36
C  -1.82  1.17  0.54
H  -0.64  -0.63  0.88
H  0.16  1.79  -0.46
H  3.57  -1.20  0.55
H  -3.73  0.69  0.62
H  -2.08  -1.29  -0.15
H  -2.00  2.17  0.93
H  -0.94  0.51  -1.24
H  0.14  0.77  1.84
H  1.38  -0.89  -0.50
H  2.11  0.34  -1.49
H  4.18  -0.27  -0.59
H  -2.36  -2.41  -1.19

Results
Energy above the lowest of the compared OMol25 structures with the same formula, charge and spin (kcal/mol): 201.1
Kohn-Sham gap (eV): 4.39
HOMO energy (eV): -7.77

(5)
2 unconnected molecules or ions with the total composition C4H12N2O2, computed with ωB97M-V/def2-TZVPD.

Positions of all 20 atoms, in Å:
O  0.73  -2.04  -0.46
O  -1.72  -0.97  -1.23
N  -2.23  -0.35  -0.07
N  0.92  -0.76  0.07
C  0.93  0.46  -1.19
C  2.10  -0.82  0.90
C  -1.16  1.49  1.16
C  -1.92  0.90  0.02
H  -0.21  -2.04  -0.73
H  -0.18  1.03  1.25
H  -1.70  1.38  2.11
H  2.28  0.16  1.34
H  -2.75  1.52  -0.31
H  -0.97  2.55  0.97
H  0.38  -0.01  -1.99
H  2.99  -1.12  0.33
H  1.94  -1.55  1.70
H  -2.29  -1.75  -1.35
H  0.87  1.54  -1.06
H  1.99  0.37  -1.45

Results
Energy above the lowest of the compared OMol25 structures with the same formula, charge and spin (kcal/mol): 215.8
Kohn-Sham gap (spin up / spin down) (eV): 7.78 / 7.87
HOMO energy (spin up / spin down) (eV): -7.86 / -7.87

(6)
2 unconnected molecules or ions with the total composition C4H12N2O2, computed with ωB97M-V/def2-TZVPD.

Positions of all 20 atoms, in Å:
O  -1.35  -1.45  2.35
O  3.12  1.11  -0.73
N  -2.34  -0.56  -1.03
N  0.06  -0.46  -0.09
C  2.10  0.49  -1.01
C  -0.92  -0.67  -1.35
C  1.27  1.42  1.13
C  0.71  0.77  -0.21
H  -2.87  -0.60  -0.19
H  -0.49  -0.61  0.79
H  -0.59  0.15  -2.02
H  0.61  2.23  1.65
H  -2.72  -0.71  -1.98
H  1.69  0.76  1.94
H  2.16  -0.27  -1.83
H  -0.46  -1.68  -1.74
H  2.11  2.17  0.85
H  -0.45  -1.68  2.18
H  0.12  1.73  -0.65
H  -1.75  -2.15  1.94

Results
Energy above the lowest of the compared OMol25 structures with the same formula, charge and spin (kcal/mol): 104.6
Kohn-Sham gap (eV): 9.50
HOMO energy (eV): -8.81